No. 1
Molecular formula: C5H13NS
Method: DFT, the ωB97M-V functional and the def2-TZVPD basis

Bonds (Å) are listed after each position.
Atoms and positions in Å:
1 C -0.505 2.357 0.434  N2 1.451, C7 1.530, H8 1.096, H9 1.092
2 N -0.798 1.040 -0.101  C1 1.451, C3 1.472, H10 1.007
3 C -0.060 -0.208 0.151  N2 1.472, C4 1.516, C6 1.545, H11 1.092
4 C 0.572 -0.632 -1.160  C3 1.516, S5 1.828, H12 1.093, H13 1.090
5 S 1.784 -1.969 -0.864  C4 1.828, H14 1.341
6 C -1.004 -1.282 0.736  C3 1.545, H15 1.099, H16 1.092, H17 1.089
7 C -1.469 2.740 1.558  C1 1.530, H18 1.103, H19 1.091, H20 1.091
8 H 0.507 2.362 0.856  C1 1.096
9 H -0.421 3.063 -0.395  C1 1.092
10 H -0.996 1.094 -1.087  N2 1.007
11 H 0.652 -0.109 0.974  C3 1.092
12 H -0.124 -1.063 -1.884  C4 1.093
13 H 1.023 0.182 -1.728  C4 1.090
14 H 0.948 -3.006 -1.022  S5 1.341
15 H -1.298 -1.140 1.785  C6 1.099
16 H -1.990 -1.226 0.272  C6 1.092
17 H -0.714 -2.332 0.765  C6 1.089
18 H -1.133 2.231 2.478  C7 1.103
19 H -1.569 3.743 1.975  C7 1.091
20 H -2.431 2.276 1.339  C7 1.091

multiplicity = 1
energy relative to the best compared isomer or geometry (same formula, charge and spin) = 98.1 kJ/mol
HOMO energy = -8.497 eV
SMILES string = CCN[C@@H](C)CS
DFT total energy = -651.206600 a.u.

---

No. 2
Molecular formula: C18H24N4O3
Method: DFT, the ωB97M-V functional and the def2-TZVPD basis

Bonds (Å) are listed after each position.
Atoms and positions in Å:
1 C -3.042 -0.500 1.981  H2 1.088, H3 1.088, C4 1.527, H49 1.087
2 H -2.204 -0.926 2.528  C1 1.088
3 H -3.616 -1.312 1.541  C1 1.088
4 C -2.547 0.466 0.907  C1 1.527, C5 1.529, C11 1.543, H48 1.095
5 C -3.713 1.147 0.191  C4 1.529, C6 1.525, H46 1.091, H47 1.092
6 C -3.215 2.126 -0.868  C5 1.525, C7 1.525, H44 1.091, H45 1.092
7 C -2.341 1.407 -1.890  C6 1.525, C8 1.525, H42 1.091, H43 1.092
8 C -1.165 0.723 -1.202  C7 1.525, H9 1.092, H10 1.092, C11 1.538
9 H -0.524 1.468 -0.726  C8 1.092
10 H -0.562 0.178 -1.931  C8 1.092
11 C -1.639 -0.253 -0.112  C4 1.543, C8 1.538, N12 1.441, C16 1.522
12 N -2.233 -1.444 -0.667  C11 1.441, C13 1.350, H41 1.004
13 C -1.537 -2.571 -0.408  N12 1.350, O14 1.199, N15 1.414
14 O -1.800 -3.700 -0.713  C13 1.199
15 N -0.406 -2.168 0.339  C13 1.414, C16 1.355, C18 1.447
16 C -0.413 -0.834 0.578  C11 1.522, N15 1.355, O17 1.214
17 O 0.419 -0.213 1.208  C16 1.214
18 C 0.594 -3.113 0.783  N15 1.447, H19 1.092, H20 1.094, C21 1.543
19 H 0.170 -4.113 0.661  C18 1.092
20 H 0.827 -2.922 1.835  C18 1.094
21 C 1.891 -3.027 -0.048  C18 1.543, O22 1.210, N23 1.342
22 O 2.342 -3.975 -0.650  C21 1.210
23 N 2.457 -1.811 -0.007  C21 1.342, H24 1.013, C25 1.447
24 H 2.008 -1.065 0.511  N23 1.013
25 C 3.607 -1.445 -0.804  N23 1.447, H26 1.096, H27 1.092, C28 1.529
26 H 3.284 -1.119 -1.800  C25 1.096
27 H 4.239 -2.330 -0.912  C25 1.092
28 C 4.357 -0.295 -0.132  C25 1.529, C29 1.505, H39 1.091, H40 1.090
29 C 3.445 0.895 0.005  C28 1.505, N30 1.328, C34 1.391
30 N 2.962 1.395 -1.127  C29 1.328, C31 1.319
31 C 2.128 2.415 -1.067  N30 1.319, C32 1.386, H38 1.083
32 C 1.717 2.998 0.122  C31 1.386, C33 1.385, H37 1.079
33 C 2.217 2.481 1.306  C32 1.385, C34 1.384, H36 1.080
34 C 3.096 1.413 1.248  C29 1.391, C33 1.384, H35 1.079
35 H 3.499 0.982 2.152  C34 1.079
36 H 1.923 2.896 2.258  C33 1.080
37 H 1.028 3.830 0.121  C32 1.079
38 H 1.769 2.778 -2.022  C31 1.083
39 H 5.209 -0.026 -0.758  C28 1.091
40 H 4.720 -0.604 0.849  C28 1.090
41 H -3.085 -1.450 -1.198  N12 1.004
42 H -1.961 2.119 -2.624  C7 1.091
43 H -2.937 0.666 -2.427  C7 1.092
44 H -4.063 2.595 -1.368  C6 1.091
45 H -2.631 2.913 -0.385  C6 1.092
46 H -4.320 1.677 0.927  C5 1.091
47 H -4.350 0.391 -0.276  C5 1.092
48 H -1.925 1.231 1.382  C4 1.095
49 H -3.679 0.026 2.688  C1 1.087

multiplicity = 1
energy relative to the best compared isomer or geometry (same formula, charge and spin) = 6.8 kJ/mol
HOMO energy = -9.417 eV
SMILES string = C[C@@H]1CCCC[C@]12NC(=O)N(CC(=O)NCCc1ccccn1)C2=O
DFT total energy = -1145.160988 a.u.

---

No. 3
Molecular formula: C15H38N2O4PS2
Method: DFT, the ωB97M-V functional and the def2-TZVPD basis

Bonds (Å) are listed after each position.
Atoms and positions in Å:
1 C 2.301 0.110 3.110  C2 1.551, H11 1.086, H12 1.090, H13 1.084
2 C 1.738 1.038 2.001  C1 1.551, C3 1.541, H14 1.089, H15 1.082
3 C 0.403 0.546 1.409  C2 1.541, N4 1.445, H16 1.093, H17 1.101
4 N -0.734 1.324 1.846  C3 1.445, P5 1.800, H18 1.009
5 P -1.430 0.906 3.452  N4 1.800, C6 1.937, C8 1.944, H19 1.474, H20 1.482, H21 1.485
6 C -3.109 0.246 2.747  P5 1.937, C7 1.549, H22 1.090, H23 1.088
7 C -4.331 0.530 3.656  C6 1.549, H24 1.090, H25 1.088, H26 1.089
8 C -2.154 2.698 3.663  P5 1.944, N9 1.470, H27 1.098, H28 1.087
9 N -2.771 3.283 2.465  C8 1.470, C10 1.452, H29 1.010
10 C -2.675 4.727 2.336  N9 1.452, H30 1.093, H31 1.086, H32 1.099
11 H 2.648 0.689 3.962  C1 1.086
12 H 3.104 -0.520 2.726  C1 1.090
13 H 1.500 -0.533 3.458  C1 1.084
14 H 2.478 1.150 1.211  C2 1.089
15 H 1.553 2.004 2.452  C2 1.082
16 H 0.487 0.676 0.326  C3 1.093
17 H 0.292 -0.537 1.580  C3 1.101
18 H -1.421 1.419 1.112  N4 1.009
19 H -0.168 1.356 4.066  P5 1.474
20 H -0.884 -0.471 3.393  P5 1.482
21 H -1.922 0.585 4.817  P5 1.485
22 H -3.367 0.625 1.758  C6 1.090
23 H -3.020 -0.836 2.685  C6 1.088
24 H -4.962 -0.353 3.754  C7 1.090
25 H -4.022 0.824 4.657  C7 1.088
26 H -4.964 1.295 3.208  C7 1.089
27 H -2.830 2.721 4.528  C8 1.098
28 H -1.293 3.303 3.934  C8 1.087
29 H -3.738 3.001 2.395  N9 1.010
30 H -2.475 5.022 1.303  C10 1.093
31 H -1.877 5.129 2.952  C10 1.086
32 H -3.599 5.239 2.640  C10 1.099
33 C -1.473 0.000 -4.903  C34 1.535, C39 1.527, H40 1.090, H41 1.092
34 C -1.640 -1.392 -4.277  C33 1.535, C35 1.532, H42 1.093, H43 1.090
35 C -0.895 -1.380 -2.938  C34 1.532, S36 1.791, H44 1.087, H45 1.087
36 S -0.913 0.316 -2.362  C35 1.791, O37 1.443, O38 1.437, C39 1.792
37 O 0.442 0.814 -2.359  S36 1.443
38 O -1.765 0.434 -1.211  S36 1.437
39 C -1.757 1.001 -3.786  C33 1.527, S36 1.792, H46 1.087, H47 1.089
40 H -2.141 0.147 -5.752  C33 1.090
41 H -0.446 0.122 -5.257  C33 1.092
42 H -2.701 -1.588 -4.108  C34 1.093
43 H -1.258 -2.178 -4.928  C34 1.090
44 H -1.376 -2.005 -2.189  C35 1.087
45 H 0.149 -1.661 -3.044  C35 1.087
46 H -1.374 2.000 -3.983  C39 1.087
47 H -2.818 1.046 -3.545  C39 1.089
48 C 4.782 -3.534 -1.465  C49 1.535, C54 1.525, H55 1.089, H56 1.093
49 C 4.693 -2.004 -1.554  C48 1.535, C50 1.534, H57 1.091, H58 1.089
50 C 4.228 -1.654 -2.973  C49 1.534, S51 1.795, H59 1.088, H60 1.088
51 S 3.251 -3.051 -3.535  C50 1.795, O52 1.442, O53 1.442, C54 1.788
52 O 3.918 -3.676 -4.650  S51 1.442
53 O 1.866 -2.656 -3.622  S51 1.442
54 C 3.488 -4.061 -2.078  C48 1.525, S51 1.788, H61 1.087, H62 1.090
55 H 4.900 -3.873 -0.437  C48 1.089
56 H 5.639 -3.893 -2.040  C48 1.093
57 H 3.965 -1.638 -0.828  C49 1.091
58 H 5.646 -1.530 -1.328  C49 1.089
59 H 3.605 -0.762 -2.998  C50 1.088
60 H 5.063 -1.543 -3.662  C50 1.088
61 H 3.530 -5.107 -2.372  C54 1.087
62 H 2.637 -3.889 -1.419  C54 1.090

multiplicity = 1
energy relative to the best compared isomer or geometry (same formula, charge and spin) = 0.0 kJ/mol
HOMO energy = -2.759 eV
total charge = -1
DFT total energy = -2142.389265 a.u.

---

Which value of DFT total energy does entry 2 give? -1145.160988 a.u.